ORCA calculation (the ωB97M-V functional and the def2-TZVPD basis) on a cluster of 3 separate species, C5H11NO2 in total at a distorted geometry.

As for the molar mass: 117.15 g mol⁻¹. Its gap between HOMO and LUMO is 3.5 eV. The spin multiplicity is 1. For the LUMO energy, the calculation gives -4.532 eV. The value obtained for the total energy is -10937.3465 eV.

Each line ends with the Löwdin charge.
Atoms and positions in Å:
H -1.3648 1.4914 -1.5549  0.106
C -1.3030 -1.5493 1.6058  0.005
C 0.2318 1.5553 -0.1662  -0.435
O 0.0717 -0.4158 -1.9302  -0.110
H -1.9900 -2.2296 2.0952  0.067
H -0.9263 3.0696 -0.2989  0.084
H 1.7797 0.4328 -1.0497  0.129
H 1.1145 -3.3057 -1.1697  -0.073
O 0.8162 -2.4997 -0.7683  -0.337
C -0.9130 2.0950 -0.7508  0.212
N 0.9073 1.9582 0.9351  0.236
H -0.7189 -1.8617 0.7082  0.057
C 0.7488 0.2606 -0.7161  -0.172
H 1.9470 2.0432 0.8383  0.108
H 0.2776 -1.3639 -1.7573  -0.010
H 0.8505 -0.4923 0.0598  0.075
C -0.8867 -0.3987 2.1146  -0.049
H -1.0836 0.4599 1.4765  0.041
H -0.6070 -0.4045 3.1704  0.067